No. 1
67
Properties=species:S:1:pos:R:3:forces:R:3 method="wB97M-V/def2-TZVPD" charge=0 molar_mass_g_mol=613.611 max_force_ev_per_a=1.27 e_homo_ev="-8.56 / -8.56" homo_lumo_gap_ev="7.847 / 7.846"
Co -0.163 -0.131 0.270 0.9 0.2 0.8
N 0.324 0.003 2.310 -0.2 0.1 -0.5
C 1.336 1.000 2.724 0.1 0.0 0.0
C 2.691 0.717 2.097 -0.1 0.0 -0.1
C 2.689 0.945 0.595 0.1 0.0 0.1
N 1.934 -0.131 -0.071 -0.6 0.2 -0.2
H -0.567 0.261 2.724 0.0 -0.1 0.1
H 0.559 -0.913 2.680 0.0 0.0 0.0
H 1.429 1.011 3.813 -0.1 0.0 0.0
H 0.976 1.973 2.393 0.0 0.0 0.0
H 2.994 -0.316 2.316 0.1 0.0 0.0
H 3.437 1.365 2.557 0.0 0.0 0.0
H 3.712 0.997 0.215 0.0 -0.1 0.0
H 2.188 1.884 0.367 0.1 0.0 0.0
H 2.328 -1.032 0.180 0.0 0.0 0.0
H 2.009 -0.041 -1.081 0.0 0.0 0.0
C -6.079 1.339 -5.145 0.1 0.0 0.0
C -4.787 0.831 -4.564 -0.1 0.0 0.0
C -4.448 1.127 -3.245 0.0 0.0 0.0
C -3.281 0.642 -2.685 0.0 0.0 0.0
C -2.437 -0.150 -3.452 -0.1 -0.1 0.0
C -2.736 -0.430 -4.775 0.0 0.0 0.0
C -3.910 0.064 -5.324 0.0 0.0 0.0
S -1.048 -0.958 -2.707 0.2 0.2 0.1
O -0.064 -1.130 -3.752 0.0 0.0 -0.1
O -1.531 -2.146 -2.051 0.1 0.0 0.0
N -0.494 0.059 -1.597 -0.2 -0.5 -0.2
C -0.120 1.380 -2.083 0.1 0.0 0.4
C -0.281 2.344 -0.914 0.0 0.0 -0.5
O -0.497 3.523 -1.071 0.1 0.0 0.2
O -0.077 1.765 0.244 -0.4 -0.4 0.4
H -6.896 1.204 -4.436 0.0 0.0 0.0
H -6.333 0.812 -6.064 0.0 0.0 0.0
H -6.012 2.404 -5.374 0.0 0.0 0.0
H -5.118 1.732 -2.646 0.0 0.0 0.0
H -3.020 0.876 -1.661 0.0 0.0 0.1
H -2.053 -1.033 -5.357 0.0 0.0 0.0
H -4.150 -0.156 -6.357 0.0 0.0 0.0
H -0.717 1.716 -2.929 0.0 0.0 0.0
H 0.939 1.433 -2.380 0.0 0.0 -0.2
S -2.324 -0.029 1.075 0.2 0.4 -0.4
C -3.329 -1.122 0.291 -0.1 -0.1 0.0
N -4.100 -1.841 -0.180 0.0 -0.1 0.0
N -1.016 -7.219 0.493 0.0 0.0 0.0
C -0.612 -8.512 0.242 0.1 0.0 0.0
C -1.169 -9.751 0.548 0.0 0.0 0.0
C -0.454 -10.862 0.153 0.0 0.0 0.0
C 0.774 -10.749 -0.522 0.0 0.0 0.0
C 1.319 -9.519 -0.821 0.0 0.0 0.0
C 0.610 -8.382 -0.433 -0.1 0.0 0.0
N 0.926 -7.045 -0.591 0.0 0.0 0.0
C -0.058 -6.394 -0.035 0.0 -0.1 0.0
C -0.109 -4.934 0.069 0.0 0.0 0.1
C 0.708 -4.159 -0.745 0.0 0.0 0.0
C 0.697 -2.793 -0.596 0.0 0.0 0.1
N -0.036 -2.159 0.332 -0.3 0.2 -0.3
C -0.848 -2.903 1.088 0.1 -0.1 0.1
C -0.920 -4.276 0.985 0.0 0.0 0.0
H -1.891 -6.936 0.897 0.0 0.0 0.0
H -2.107 -9.844 1.080 0.0 0.0 0.0
H -0.847 -11.848 0.367 0.0 0.0 0.0
H 1.300 -11.651 -0.805 0.0 0.0 0.0
H 2.266 -9.423 -1.335 0.0 0.0 0.0
H 1.315 -4.629 -1.504 0.0 0.0 0.0
H 1.280 -2.175 -1.263 -0.1 0.0 -0.1
H -1.462 -2.375 1.803 0.0 0.0 0.0
H -1.605 -4.808 1.631 0.0 0.0 0.0

No. 2
65
Properties=species:S:1:pos:R:3:forces:R:3 method="wB97M-V/def2-TZVPD" charge=+2 molar_mass_g_mol=692.853 max_force_ev_per_a=2.00 e_homo_ev="-13.26 / -13.23" homo_lumo_gap_ev="7.241 / 4.877" multiplicity=2 s2=0.7906
Ir -1.110 -0.006 -0.619 1.0 1.4 1.0
N -0.624 2.270 3.114 0.0 0.1 0.0
C -0.562 1.543 1.989 -0.1 0.0 0.0
S -2.080 1.013 1.317 -0.7 -0.3 -0.5
N 0.619 1.289 1.501 0.1 -0.1 0.0
N 0.599 0.553 0.354 -0.5 0.1 0.3
C 1.730 0.113 -0.102 0.3 -0.3 -0.1
C 3.025 0.233 0.606 0.0 0.2 -0.2
C 3.130 -0.005 1.977 0.0 -0.3 0.0
C 4.358 0.076 2.610 0.1 -0.1 0.0
C 5.501 0.389 1.886 0.0 0.0 0.0
C 5.406 0.654 0.529 0.0 0.1 0.0
C 4.174 0.588 -0.103 0.0 0.2 0.0
C 1.628 -0.552 -1.422 0.0 -0.1 0.2
C 2.665 -1.235 -2.036 0.1 0.0 0.0
C 2.482 -1.769 -3.301 0.0 -0.1 0.0
C 1.256 -1.625 -3.928 0.0 0.1 0.0
C 0.240 -1.000 -3.232 0.1 0.1 0.0
N 0.411 -0.492 -2.007 -0.4 -0.9 -0.2
H -1.507 2.486 3.542 0.0 0.0 0.0
H 0.227 2.582 3.552 0.0 0.0 0.0
H 2.257 -0.295 2.544 0.0 0.1 0.0
H 4.428 -0.122 3.671 0.0 0.0 0.0
H 6.463 0.426 2.379 0.0 0.0 0.0
H 6.286 0.929 -0.036 0.0 0.0 0.0
H 4.098 0.876 -1.145 0.0 -0.1 0.0
H 3.601 -1.360 -1.515 0.0 0.0 0.0
H 3.289 -2.298 -3.791 0.0 0.0 0.0
H 1.076 -2.001 -4.925 0.0 0.0 0.0
H -0.741 -0.886 -3.669 0.0 -0.1 0.0
C -3.410 -4.537 1.464 0.0 0.0 0.0
N -2.475 -3.418 1.591 0.0 -0.1 0.0
C -1.799 -3.188 2.866 0.0 0.0 0.0
C -2.165 -2.627 0.552 -0.1 0.0 0.0
N -1.319 -1.647 0.626 0.5 -0.5 -0.5
N -2.807 -2.933 -0.643 0.1 0.1 -0.1
C -2.918 -2.163 -1.778 -0.1 0.0 0.0
N -3.500 -2.791 -2.818 0.0 0.0 0.0
N -2.518 -0.932 -1.835 -0.3 0.1 0.2
H -3.558 -4.978 2.443 0.0 0.0 0.0
H -3.018 -5.322 0.811 0.0 0.0 0.0
H -4.385 -4.202 1.107 0.0 0.0 0.0
H -2.167 -3.905 3.592 0.0 0.0 0.0
H -2.011 -2.185 3.243 0.0 0.0 0.0
H -0.719 -3.327 2.773 0.0 0.0 0.0
H -0.956 -1.503 1.557 0.0 0.1 0.0
H -3.268 -3.825 -0.678 0.0 0.0 0.0
H -3.787 -3.753 -2.777 0.0 0.0 0.0
H -3.669 -2.308 -3.683 0.0 0.0 0.0
H -2.710 -0.504 -2.731 -0.1 0.1 0.0
C -1.525 1.838 -1.830 0.0 0.1 -0.3
C -1.056 2.936 -1.068 0.2 -0.1 0.0
C -1.930 3.718 -0.256 0.0 0.0 0.0
C -1.437 4.714 0.541 0.0 0.0 0.0
C -0.051 4.946 0.583 0.1 0.0 0.1
C 0.831 4.231 -0.252 0.0 0.1 0.0
C 0.334 3.268 -1.078 0.0 0.0 0.0
C 0.479 5.907 1.502 0.0 -0.1 -0.1
N 0.917 6.645 2.268 0.0 0.0 0.0
H -0.922 1.634 -2.715 0.0 -0.1 0.0
H -2.598 1.809 -2.000 0.0 0.0 0.0
H -2.993 3.527 -0.297 0.0 0.0 0.0
H -2.098 5.316 1.149 0.0 0.0 0.0
H 1.888 4.458 -0.227 0.0 0.0 0.0
H 0.994 2.726 -1.746 0.0 0.0 0.0

No. 3
58
Properties=species:S:1:pos:R:3:forces:R:3 method="wB97M-V/def2-TZVPD" charge=+1 molar_mass_g_mol=402.518 max_force_ev_per_a=1.94 smiles="COC(=O)[C@H]1CCC[N@@H+]1C(c1cn(C)c2ccccc12)c1cn(C)c2ccccc12" e_homo_ev=-10.48 homo_lumo_gap_ev=8.411
C -4.255 -1.880 4.824 0.7 -0.2 0.1
O -2.811 -1.799 4.998 1.0 1.0 -0.7
C -2.076 -1.481 3.934 -0.4 -0.9 -1.2
O -2.442 -1.554 2.766 0.0 0.5 1.7
C -0.610 -1.139 4.276 -0.3 -0.5 0.0
C 0.032 -2.283 5.134 -0.4 1.1 0.7
C 0.822 -3.154 4.186 0.3 0.0 -0.9
C 0.477 -2.620 2.807 -0.7 0.9 -1.1
N 0.090 -1.116 2.953 1.8 -0.6 -0.3
C 1.188 0.063 2.554 0.3 0.2 0.0
C 0.491 1.393 2.519 -1.7 -0.3 0.7
C -0.766 1.684 3.075 1.7 0.6 -0.6
N -0.946 3.040 3.053 0.8 0.1 -0.9
C -1.984 3.773 3.694 -0.9 0.7 0.5
C 0.138 3.658 2.394 -0.9 -1.5 0.6
C 0.358 5.007 2.199 0.6 0.0 -0.5
C 1.524 5.347 1.515 0.0 -0.3 0.6
C 2.492 4.366 1.204 -0.5 -1.4 0.4
C 2.300 3.001 1.509 -0.1 0.6 -0.9
C 1.035 2.637 2.003 0.4 -0.2 1.3
C 1.969 -0.108 1.265 -0.8 -1.4 0.3
C 1.919 0.476 -0.017 -0.1 -1.0 1.0
N 2.991 0.015 -0.743 -0.5 -0.6 1.5
C 3.402 0.494 -2.023 0.3 0.4 -0.8
C 3.735 -0.902 0.034 -1.3 1.3 0.4
C 4.994 -1.391 -0.202 0.7 -1.2 0.7
C 5.582 -2.142 0.837 0.1 0.8 0.0
C 5.010 -2.171 2.141 -0.5 -0.1 -0.1
C 3.777 -1.562 2.401 -0.1 -0.8 -0.9
C 3.085 -1.018 1.287 1.0 1.1 0.3
H -4.538 -1.834 5.878 -0.7 -0.2 -0.5
H -4.605 -1.010 4.244 0.0 -0.5 0.2
H -4.447 -2.844 4.325 -0.4 0.6 0.3
H -0.576 -0.164 4.737 0.2 0.1 0.3
H 0.642 -1.846 5.924 0.2 0.1 -0.2
H -0.755 -2.803 5.686 0.0 -0.1 -0.3
H 1.905 -3.060 4.323 -0.3 -0.2 0.2
H 0.535 -4.208 4.244 0.2 0.2 0.0
H 1.205 -2.700 2.023 0.8 0.0 -0.1
H -0.412 -3.073 2.359 -0.1 0.0 0.4
H -0.524 -0.859 2.217 -1.6 -0.4 -0.7
H 1.836 -0.089 3.433 0.2 0.6 -0.5
H -1.552 1.031 3.437 0.2 0.3 0.0
H -1.808 4.841 3.502 -0.4 -0.5 0.1
H -2.990 3.496 3.363 0.2 0.1 -0.3
H -1.995 3.643 4.780 0.3 -0.1 0.0
H -0.358 5.710 2.599 0.2 0.3 -0.3
H 1.738 6.387 1.320 0.0 0.0 -0.1
H 3.410 4.619 0.717 0.4 0.4 -0.1
H 3.038 2.200 1.262 -0.5 1.2 0.4
H 1.171 1.162 -0.446 0.7 -0.4 0.3
H 4.299 -0.064 -2.305 -0.4 0.1 -0.3
H 2.605 0.375 -2.766 0.3 -0.1 0.1
H 3.679 1.556 -1.984 -0.1 -0.2 0.1
H 5.475 -1.190 -1.151 0.3 -0.3 0.1
H 6.572 -2.591 0.681 -0.5 0.2 0.1
H 5.518 -2.688 2.961 0.0 0.2 -0.4
H 3.293 -1.569 3.397 0.7 0.0 -0.7

No. 4
58
Properties=species:S:1:pos:R:3:forces:R:3 method="wB97M-V/def2-TZVPD" charge=+1 molar_mass_g_mol=597.665 max_force_ev_per_a=0.56 e_homo_ev=-10.77 homo_lumo_gap_ev=6.770
Pt -0.674 0.504 0.312 0.0 -0.5 0.2
C -1.898 -3.374 1.043 0.0 0.0 0.0
C -2.738 -2.783 -0.059 0.0 0.1 0.1
C -4.032 -3.250 -0.264 0.0 0.0 0.0
C -4.845 -2.695 -1.237 0.0 0.0 0.0
C -4.382 -1.646 -2.015 0.0 0.0 0.0
C -3.097 -1.145 -1.850 0.0 0.0 0.0
C -2.597 -0.031 -2.728 0.0 0.0 0.0
C -2.291 -1.747 -0.881 0.0 -0.1 0.0
N -0.962 -1.228 -0.686 0.1 0.0 0.0
C 0.084 -1.875 -1.056 -0.1 0.1 -0.2
C 0.081 -3.178 -1.777 0.0 0.0 0.0
C 1.370 -1.188 -0.750 0.1 0.0 0.1
C 2.673 -1.814 -1.109 0.0 0.0 0.0
N 1.236 -0.060 -0.157 0.0 0.1 -0.1
C 2.356 0.754 0.223 0.1 -0.1 0.0
C 2.902 1.630 -0.715 0.0 0.0 0.0
C 2.392 1.714 -2.129 0.0 0.0 0.0
C 3.950 2.445 -0.297 0.0 0.0 0.0
C 4.421 2.388 1.004 0.0 0.0 0.0
C 3.844 1.517 1.917 0.0 0.0 0.0
C 2.796 0.685 1.546 0.0 -0.1 0.0
C 2.181 -0.273 2.529 0.0 0.0 0.0
H -2.499 -3.484 1.945 0.0 0.0 0.0
H -1.040 -2.754 1.299 0.0 0.0 0.0
H -1.534 -4.368 0.775 0.0 0.0 0.0
H -4.405 -4.051 0.362 0.0 0.0 0.0
H -5.848 -3.072 -1.381 0.0 0.0 0.0
H -5.025 -1.201 -2.763 0.0 0.0 0.0
H -3.422 0.615 -3.022 0.0 0.0 0.0
H -2.146 -0.428 -3.640 0.0 0.0 0.0
H -1.851 0.586 -2.227 0.0 0.0 0.0
H -0.925 -3.571 -1.887 0.0 0.0 0.0
H 0.695 -3.907 -1.245 0.0 0.0 0.0
H 0.521 -3.047 -2.768 0.0 0.0 0.0
H 2.786 -2.771 -0.596 0.0 0.0 0.0
H 3.508 -1.171 -0.845 0.0 0.0 0.0
H 2.705 -2.019 -2.181 0.0 0.0 0.0
H 1.393 1.292 -2.238 0.0 0.0 0.0
H 3.058 1.188 -2.817 0.0 0.0 0.0
H 2.351 2.753 -2.455 0.0 0.0 0.0
H 4.392 3.136 -1.004 0.0 0.0 0.0
H 5.239 3.026 1.310 0.0 0.0 0.0
H 4.207 1.482 2.936 0.0 0.0 0.0
H 2.430 0.015 3.548 0.0 0.0 0.0
H 2.554 -1.289 2.374 0.0 0.0 0.0
H 1.093 -0.305 2.439 0.0 0.0 0.0
S -2.764 1.022 1.135 0.0 0.2 0.0
C -1.846 2.372 1.779 0.0 0.0 -0.1
C -2.239 3.497 2.486 0.0 0.0 0.0
C -1.281 4.461 2.745 0.0 0.0 0.0
C 0.026 4.303 2.290 0.0 0.0 0.0
C 0.355 3.154 1.602 0.0 -0.1 0.2
N -0.565 2.208 1.393 -0.1 0.3 -0.2
H -3.268 3.613 2.793 0.0 0.0 0.0
H -1.554 5.354 3.292 0.0 0.0 0.0
H 0.777 5.058 2.468 0.0 0.0 0.0
H 1.352 2.957 1.233 0.0 0.0 0.0

Energy above the lowest of the compared OMol25 structures with the same formula, charge and spin values, unit kcal/mol, following the record order: 11.13; 15.74; 0.00; 0.00.